Computed, not measured: a structure of composition C4H3NO2, with ωB97M-V/def2-TZVPD.

E in eV: -9776.632
LUMO energy in eV: -0.90
ΔE to the lowest compared entry with this formula, charge and spin in eV: 5.054
HOMO in eV: -9.68

```
10
C4H3NO2, DFT ωB97M-V/def2-TZVPD
O -1.9730 -1.7535 0.8895
C -1.5594 -1.1236 -0.0489
C -0.3739 -0.2322 0.0041
N 0.0946 0.5033 -0.9743
C 1.2767 1.1993 -0.5247
C 1.3544 0.8006 0.7780
O 0.3124 -0.0316 1.1070
H -2.0250 -1.1528 -1.0494
H 0.8674 0.7683 -1.7764
H 2.0259 1.0220 1.5950
```

Computed, not measured: a structure of composition C8H15AlBrF4NO2 in a non-equilibrium geometry, with ωB97M-V/def2-TZVPD.

E in eV: -101637.010
LUMO energy in eV: -1.65
ΔE to the lowest compared entry with this formula, charge and spin in eV: 2.630
HOMO in eV: -10.38

```
32
C8H15AlBrF4NO2, DFT ωB97M-V/def2-TZVPD
C -1.7558 0.3535 -0.5580
C -0.7861 -0.4824 0.0203
N 0.4937 -0.9257 -0.6781
C 0.0107 -1.4095 -2.0447
C 1.4337 0.2263 -0.8698
C 1.7260 1.1069 0.4223
C 2.7250 0.4240 1.4899
O 1.9094 0.1540 2.6811
C 1.0098 -2.0693 0.1286
C 2.2972 -2.7982 -0.4210
O 2.9674 -2.5280 -1.4163
Br 2.8855 -4.4106 0.6178
H -2.0354 0.3457 -1.6559
H -2.3391 1.0464 0.1544
H -0.9367 -0.8349 1.0987
H -0.3232 -0.5434 -2.7085
H -0.8359 -2.1605 -1.8599
H 0.8114 -1.9707 -2.6204
H 2.4359 -0.0368 -1.3376
H 0.9223 0.9277 -1.6264
H 2.2867 2.0419 0.0464
H 0.8114 1.5011 0.9643
H 3.0911 -0.5877 1.1243
H 3.5767 1.1076 1.8162
H 2.1517 0.7849 3.3947
H 1.1881 -1.8139 1.2372
H 0.1694 -2.8576 0.1521
F -3.8477 2.1348 1.1882
Al -5.1816 3.0846 0.4905
F -5.5568 2.4608 -1.1236
F -4.6950 4.7809 0.3691
F -6.6096 2.9481 1.5238
```

Computed, not measured: a cluster of 13 separate species, C29H47BN14O4 in total in a non-equilibrium geometry, with ωB97M-V/def2-TZVPD.

E in eV: -60563.157
LUMO energy in eV: 0.15
HOMO in eV: -9.35

```
95
C29H47BN14O4, DFT ωB97M-V/def2-TZVPD
N -1.8844 -1.7576 2.3793
C -0.8288 -1.6418 1.3665
C -0.6285 -0.2503 0.7459
O 0.5692 0.4220 1.1730
B 0.8227 0.4531 2.5161
O -0.1874 0.2833 3.4392
O 2.1278 0.6796 2.9309
C -1.8543 0.6799 0.7193
N -1.5644 1.6753 -0.3466
C -0.4538 1.1435 -1.0886
O 0.3220 1.7884 -1.7335
C -0.4014 -0.3485 -0.7886
H -2.0816 -0.8794 2.8333
H -2.7237 -2.1702 2.0037
H 0.1085 -2.0178 1.7757
H -1.0953 -2.3255 0.5609
H 0.2396 0.3189 4.3035
H 2.4261 0.0495 3.5963
H -2.6462 0.0211 0.3447
H -2.1550 1.1082 1.6706
H -2.3809 1.7283 -0.9464
H -1.2418 -0.8145 -1.3002
H 0.5744 -0.7564 -1.0397
C 2.4426 0.8922 -4.1273
C 3.4251 -0.1735 -4.2277
N 4.2033 -1.0153 -4.3037
H 2.2501 1.1556 -3.0878
H 2.7871 1.7817 -4.6480
H 1.5006 0.5933 -4.5808
C 4.2343 0.5654 -8.4056
C 3.0902 1.1188 -7.7004
N 2.1859 1.5549 -7.1429
H 4.9634 0.1447 -7.7151
H 3.9336 -0.2283 -9.0802
H 4.7321 1.3360 -8.9946
C 0.1444 -0.9586 7.2071
C 1.3885 -1.4739 6.6483
N 2.3610 -1.8467 6.1643
H 0.3323 -0.3312 8.0758
H -0.3862 -0.3574 6.4739
H -0.5162 -1.7649 7.5140
C -4.3535 -0.7235 5.8305
C -3.4305 -0.3785 6.9013
N -2.7024 -0.1061 7.7455
H -5.2531 -0.1138 5.8928
H -3.8888 -0.5556 4.8603
H -4.6400 -1.7716 5.8981
C 3.6431 -3.0772 2.2095
C 2.2599 -3.5076 2.3502
N 1.1677 -3.8462 2.4563
H 4.3197 -3.9123 2.3820
H 3.8214 -2.6883 1.2081
H 3.8745 -2.2950 2.9306
C -1.5218 4.8300 -2.6642
C -2.9468 4.5662 -2.5731
N -4.0669 4.3280 -2.4929
H -0.9506 3.9023 -2.6118
H -1.2755 5.3294 -3.6002
H -1.1903 5.4655 -1.8447
C 6.8774 1.2315 -5.5585
C 7.8878 0.3645 -6.1435
N 8.6901 -0.3107 -6.6088
H 7.2934 1.8223 -4.7437
H 6.4790 1.9207 -6.3026
H 6.0482 0.6507 -5.1534
C 0.4204 -6.9304 4.2855
C -0.3721 -8.0670 3.8430
N -0.9970 -8.9592 3.4825
H 0.8802 -7.1351 5.2498
H 1.2089 -6.7073 3.5684
H -0.1962 -6.0395 4.3890
C 1.3477 -8.8371 8.5730
C 0.1571 -8.3777 7.8726
N -0.7801 -8.0204 7.3153
H 2.0775 -8.0332 8.6538
H 1.0933 -9.1724 9.5769
H 1.8063 -9.6677 8.0390
C -6.0572 7.1158 -1.5171
C -7.4033 7.6592 -1.4325
N -8.4613 8.0966 -1.3437
H -5.4016 7.8075 -2.0436
H -5.6476 6.9646 -0.5204
H -6.0356 6.1635 -2.0454
C 3.1468 -3.6435 -11.3765
C 3.8662 -3.0067 -10.2836
N 4.4304 -2.5090 -9.4170
H 2.0724 -3.5801 -11.2128
H 3.3817 -3.1575 -12.3218
H 3.4226 -4.6938 -11.4513
C -7.4160 10.9227 0.9687
C -6.3137 9.9744 0.9733
N -5.4540 9.2153 0.9423
H -7.7046 11.1790 1.9867
H -7.1303 11.8360 0.4497
H -8.2765 10.4895 0.4601
```

Computed, not measured: a cluster of 4 separate species, C5H17N2O4 in total in a non-equilibrium geometry, with ωB97M-V/def2-TZVPD.

E in eV: -16628.118
Total charge: -1
LUMO energy in eV: 3.04
ΔE to the lowest compared entry with this formula, charge and spin in eV: 3.854
HOMO in eV: -3.76

```
28
C5H17N2O4, DFT ωB97M-V/def2-TZVPD
C -0.4572 -1.5380 -2.1102
O -1.2389 -0.7802 -2.9535
C -0.1520 -0.5676 -0.8393
C -1.3441 -0.8446 0.1052
C -1.2445 -0.0832 1.3424
C -0.4614 0.0727 2.4081
N -0.9601 0.6636 3.5796
N -0.0602 0.8381 -1.3139
H 0.2267 -1.9878 -2.7133
H -0.9870 -2.3971 -1.5082
H 0.8687 -1.0873 -0.5704
H -1.5272 -1.9792 0.0083
H -2.3306 -0.4565 -0.3512
H -2.1179 0.5487 1.4593
H 0.5429 -0.1753 2.4373
H -1.9236 0.9779 3.6860
H -0.3408 0.5943 4.4141
H -0.5615 1.4266 -0.6834
H -0.3749 0.7596 -2.2848
H -0.6478 -0.6066 -4.2824
H 0.6267 -0.4867 -5.4549
O -0.2187 -0.2815 -5.2635
H 1.1490 0.8424 0.2627
H 1.4440 1.9858 1.1771
O 1.6547 1.1723 1.0397
H 3.6119 0.4058 2.5024
H 3.4609 1.9303 2.7554
O 3.3631 1.0533 3.1514
```

Q: Which of these has the lowest HOMO?
A: C8H15AlBrF4NO2

Q: Which of these has the lowest LUMO energy?
A: C8H15AlBrF4NO2